[1]
A 2-piece molecular cluster, C5H11NO overall at a distorted geometry, computed with ωB97M-V/def2-TZVPD.

Last column: Löwdin charge in e.
Atoms and positions in Å:
C: -1.192 1.434 0.025  -0.056
N: -1.720 -0.893 -1.587  0.049
C: -1.019 -0.990 -0.383  -0.163
C: -0.623 0.071 0.341  -0.329
C: 0.295 -0.126 1.447  -0.175
C: 1.104 -1.164 1.690  -0.021
H: -1.102 2.031 0.935  0.078
H: -0.542 1.922 -0.698  0.068
H: -2.167 1.335 -0.422  0.068
H: -1.388 -0.159 -2.199  0.085
H: -1.713 -1.742 -2.123  0.073
H: -0.573 -1.956 -0.177  0.108
H: 0.635 0.767 1.970  0.107
H: 1.289 -2.052 1.101  0.051
H: 1.685 -1.088 2.594  0.043
H: 2.855 1.288 -1.287  0.046
H: 2.123 0.207 -0.457  0.021
O: 2.052 1.114 -0.770  -0.054

## Properties
- Electronic energy: -8899.571 eV
- Orbital gap: 8.4 eV

=====

[2]
A 2-piece molecular cluster, C5H11NO overall at a distorted geometry, computed with ωB97M-V/def2-TZVPD.

Last column: Löwdin charge in e.
Atoms and positions in Å:
C: -1.298 1.184 -1.015  -0.114
N: -0.027 0.640 -0.570  -0.066
C: 0.327 0.709 0.774  -0.406
C: -0.443 1.115 1.788  0.043
C: 2.506 0.511 1.901  0.003
C: 1.645 0.026 1.027  -0.133
H: -1.454 2.242 -0.776  0.081
H: -1.329 1.191 -2.104  0.079
H: -2.076 0.556 -0.589  0.084
H: 0.753 0.814 -1.184  0.118
H: -1.441 1.453 1.529  0.043
H: -0.147 0.997 2.815  0.055
H: 2.437 1.437 2.452  0.063
H: 3.426 -0.015 2.137  0.051
H: 1.768 -0.846 0.398  0.101
H: -1.299 -3.187 -2.085  0.029
H: -1.553 -3.929 -3.414  0.034
O: -1.949 -3.316 -2.782  -0.064

## Properties
- Electronic energy: -8899.458 eV
- Orbital gap: 8.9 eV

=====

[3]
One molecule with the formula C5H11NO at a distorted geometry, computed with ωB97M-V/def2-TZVPD.

Last column: Löwdin charge in e.
Atoms and positions in Å:
C: -1.942 -1.011 -0.510  -0.091
C: -1.509 -0.112 0.639  -0.269
N: -0.054 -0.086 0.747  -0.081
C: 0.554 1.154 1.185  -0.107
C: 0.632 0.728 -0.235  -0.278
C: 1.919 0.149 -0.756  -0.240
O: 1.781 -1.177 -1.222  -0.055
H: -3.033 -1.091 -0.552  0.071
H: -1.516 -2.012 -0.393  0.077
H: -1.590 -0.613 -1.468  0.070
H: -1.921 0.905 0.496  0.112
H: -1.908 -0.487 1.589  0.115
H: -0.083 2.001 1.427  0.106
H: 1.431 1.037 1.823  0.105
H: 0.009 1.270 -0.949  0.144
H: 2.404 0.772 -1.510  0.119
H: 2.614 0.079 0.114  0.122
H: 2.213 -1.508 -0.427  0.080

## Properties
- Electronic energy: -8899.180 eV
- Orbital gap: 10.4 eV

=====

[4]
One molecule with the formula C5H11NO at a distorted geometry, computed with ωB97M-V/def2-TZVPD.

Last column: Löwdin charge in e.
Atoms and positions in Å:
C: 1.218 -0.314 1.498  -0.121
O: 1.989 0.840 2.067  -0.096
C: 0.729 0.167 -0.017  -0.276
C: -0.629 -0.545 -0.742  -0.152
C: -1.767 0.449 -0.756  -0.218
C: -3.020 0.020 -0.636  -0.041
N: 1.857 0.060 -0.997  -0.022
H: 0.489 -0.588 2.169  0.069
H: 1.877 -1.189 1.285  0.115
H: 2.585 0.472 2.707  0.055
H: 0.592 1.221 -0.089  0.089
H: -0.503 -1.025 -1.749  0.114
H: -0.847 -1.495 -0.262  0.087
H: -1.667 1.408 -1.344  0.121
H: -3.817 0.705 -0.544  0.018
H: -3.448 -1.044 -0.238  0.114
H: 2.788 0.146 -0.595  0.061
H: 1.576 0.714 -1.756  0.084

## Properties
- Electronic energy: -8897.784 eV
- Orbital gap: 9.7 eV

=====

[5]
One molecule with the formula C5H11NO, computed with ωB97M-V/def2-TZVPD.

Last column: Löwdin charge in e.
Atoms and positions in Å:
C: -2.778 0.408 0.163  -0.080
N: -1.434 0.676 -0.326  0.002
C: -0.368 0.283 0.441  -0.490
O: -0.437 0.256 1.660  0.065
C: 0.860 -0.219 -0.321  -0.358
C: 1.918 0.879 -0.456  -0.064
C: 1.367 -1.479 0.390  -0.069
H: -2.879 -0.657 0.408  0.088
H: -3.498 0.670 -0.617  0.082
H: -2.999 0.974 1.070  0.082
H: -1.308 0.639 -1.325  0.122
H: 0.534 -0.511 -1.329  0.127
H: 2.281 1.190 0.529  0.088
H: 1.507 1.759 -0.966  0.080
H: 2.773 0.528 -1.041  0.078
H: 2.224 -1.911 -0.139  0.079
H: 1.658 -1.246 1.418  0.082
H: 0.577 -2.239 0.440  0.084

## Properties
- Electronic energy: -8901.417 eV
- Orbital gap: 10.4 eV

=====

[6]
A 3-piece molecular cluster, C5H11NO overall, computed with ωB97M-V/def2-TZVPD.

Last column: Löwdin charge in e.
Atoms and positions in Å:
C: 1.788 1.517 -0.967  -0.071
C: 2.309 1.615 0.251  -0.091
C: -0.514 0.814 1.439  -0.097
N: -1.448 0.322 0.742  0.033
C: -0.506 -1.367 -0.564  -0.415
O: 0.551 -1.549 0.007  -0.018
C: -1.663 -2.331 -0.521  -0.068
H: 1.663 2.385 -1.611  0.049
H: 1.477 0.551 -1.356  0.035
H: -0.624 -0.526 -1.282  0.103
H: 2.435 0.729 0.869  0.048
H: 2.629 2.565 0.672  0.049
H: 0.299 0.151 1.745  0.064
H: -0.454 1.864 1.734  0.078
H: -2.131 1.008 0.429  0.072
H: -1.590 -2.958 -1.417  0.079
H: -2.630 -1.820 -0.536  0.068
H: -1.591 -2.968 0.364  0.082

## Properties
- Electronic energy: -8898.660 eV
- Orbital gap: 10.4 eV

=====

[7]
A 2-piece molecular cluster, C5H11NO overall at a distorted geometry, computed with ωB97M-V/def2-TZVPD.

Last column: Löwdin charge in e.
Atoms and positions in Å:
C: 0.249 0.145 -0.046  -0.166
C: 1.003 -0.873 -0.367  -0.283
N: 1.961 -0.990 -1.405  0.021
C: -1.100 0.062 0.747  -0.200
C: -2.295 0.239 -0.209  -0.191
C: -3.583 0.228 0.176  -0.043
H: 0.294 1.037 -0.681  0.112
H: 1.083 -1.775 0.284  0.127
H: 2.598 -1.763 -1.186  0.080
H: 2.441 -0.083 -1.646  0.102
H: -1.081 -0.964 1.224  0.114
H: -0.938 0.704 1.661  0.115
H: -2.099 0.357 -1.299  0.106
H: -4.441 0.365 -0.508  0.047
H: -3.809 0.745 1.193  0.088
H: 3.846 1.140 1.064  0.038
H: 2.675 0.329 0.644  0.008
O: 3.197 1.098 0.354  -0.074

## Properties
- Electronic energy: -8898.510 eV
- Orbital gap: 9.3 eV

=====

[8]
One molecule with the formula C5H11NO, computed with ωB97M-V/def2-TZVPD.

Last column: Löwdin charge in e.
Atoms and positions in Å:
C: -2.019 -0.962 -0.191  -0.077
C: -1.555 0.388 0.335  -0.200
N: -0.086 0.431 0.514  -0.236
C: 0.368 0.304 1.762  -0.005
C: 0.631 0.532 -0.606  -0.122
C: 2.103 0.328 -0.617  -0.279
O: 2.542 -0.165 -1.872  -0.075
H: -3.110 -0.971 -0.288  0.076
H: -1.725 -1.762 0.495  0.080
H: -1.582 -1.168 -1.172  0.070
H: -1.818 1.193 -0.357  0.122
H: -2.009 0.619 1.301  0.113
H: 1.421 0.424 1.965  0.051
H: -0.336 0.064 2.545  0.054
H: 0.108 0.809 -1.514  0.118
H: 2.683 1.249 -0.455  0.123
H: 2.374 -0.360 0.208  0.107
H: 2.010 -0.951 -2.052  0.082

## Properties
- Electronic energy: -8898.549 eV
- Orbital gap: 7.7 eV

=====

[9]
C5H11NO as an isolated structure at a distorted geometry, computed with ωB97M-V/def2-TZVPD.

Last column: Löwdin charge in e.
Atoms and positions in Å:
C: -1.013 1.046 -0.690  -0.079
C: 0.435 0.598 -0.598  -0.395
C: 1.323 1.609 0.131  -0.075
N: 0.597 -0.753 0.097  -0.010
C: -0.476 -1.317 1.290  0.023
C: 0.103 -1.841 -0.583  -0.475
O: -0.787 -1.839 -1.402  0.032
H: -1.404 1.162 0.325  0.072
H: -1.108 2.007 -1.205  0.082
H: -1.597 0.291 -1.219  0.070
H: 0.831 0.531 -1.635  0.149
H: 2.387 1.366 0.032  0.075
H: 1.172 2.627 -0.255  0.079
H: 1.068 1.608 1.194  0.074
H: 0.056 -1.143 2.207  0.067
H: -1.440 -0.814 1.207  0.076
H: -0.778 -2.400 1.333  0.102
H: 0.633 -2.736 -0.229  0.133

## Properties
- Electronic energy: -8898.993 eV
- Orbital gap: 10.5 eV

=====

[10]
A 2-piece molecular cluster, C5H11NO overall at a distorted geometry, computed with ωB97M-V/def2-TZVPD.

Last column: Löwdin charge in e.
Atoms and positions in Å:
N: 1.156 -0.362 -1.901  -0.016
C: 1.257 0.114 -0.519  -0.269
C: -2.746 1.364 1.267  0.006
C: -1.567 1.256 1.888  -0.179
C: -0.281 0.888 1.268  -0.125
C: -0.053 0.687 -0.025  -0.093
H: 0.310 -0.074 -2.365  0.060
H: 1.992 -0.176 -2.431  0.074
H: 1.656 -0.674 0.116  0.100
H: 1.939 0.975 -0.477  0.113
H: -3.584 1.676 1.865  0.049
H: -2.783 1.280 0.191  0.049
H: -1.535 1.405 2.958  0.087
H: 0.522 0.646 1.951  0.105
H: -0.908 0.657 -0.702  0.100
H: 1.317 -2.481 -1.283  -0.007
H: 1.512 -4.030 -1.032  0.026
O: 1.795 -3.152 -0.772  -0.080

## Properties
- Electronic energy: -8899.411 eV
- Orbital gap: 9.4 eV

=====

[11]
A 2-piece molecular cluster, C5H11NO overall at a distorted geometry, computed with ωB97M-V/def2-TZVPD.

Last column: Löwdin charge in e.
Atoms and positions in Å:
N: 2.417 1.243 -0.381  -0.011
C: 1.074 1.814 0.008  -0.259
C: -2.875 -0.824 -1.092  0.001
C: -1.601 -0.887 -0.743  -0.198
C: -0.586 0.172 -0.947  -0.120
C: 0.013 0.760 0.090  -0.121
H: 2.474 0.291 -0.026  0.057
H: 2.432 1.164 -1.388  0.047
H: 0.830 2.608 -0.702  0.108
H: 1.264 2.251 0.986  0.094
H: -3.500 -1.670 -0.889  0.045
H: -3.326 0.055 -1.548  0.063
H: -1.254 -1.811 -0.318  0.093
H: -0.296 0.442 -1.960  0.112
H: -0.314 0.385 1.051  0.095
H: 0.510 -1.439 2.598  0.019
H: 1.419 -2.666 2.916  0.044
O: 1.319 -1.886 2.343  -0.069

## Properties
- Electronic energy: -8899.264 eV
- Orbital gap: 9.5 eV

=====

[12]
One molecule with the formula C5H11NO, computed with ωB97M-V/def2-TZVPD.

Last column: Löwdin charge in e.
Atoms and positions in Å:
C: -0.049 0.710 1.548  -0.044
C: 0.457 -0.267 0.486  -0.421
C: -0.040 -1.712 0.547  -0.047
N: 0.202 0.285 -0.837  -0.130
C: -1.224 0.415 -1.129  -0.044
C: 1.308 0.828 -1.435  -0.304
O: 2.408 0.848 -0.902  -0.004
H: -1.131 0.661 1.721  0.072
H: 0.463 0.532 2.495  0.080
H: 0.187 1.730 1.221  0.091
H: 1.540 -0.281 0.556  0.120
H: 0.122 -2.183 -0.431  0.088
H: 0.538 -2.269 1.286  0.079
H: -1.103 -1.812 0.791  0.073
H: -1.761 0.053 -0.243  0.074
H: -1.548 1.452 -1.260  0.092
H: -1.572 -0.212 -1.957  0.090
H: 1.203 1.221 -2.458  0.136

## Properties
- Electronic energy: -8900.782 eV
- Orbital gap: 10.1 eV

=====

For the records above, the corresponding lowest unoccupied orbital energy values read 0.0289, 0.0281, 0.0422, 0.0356, 0.0326, 0.0398, 0.0302, 0.0346, 0.0326, 0.0284, 0.0261, 0.0311 hartree.